DFT (wB97M-V/def2-TZVPD) results for a 2-piece molecular cluster, C6H9N2O2 overall.

Last columns: bonded neighbours and bond lengths (Å).
Element x y z (Å)
1 O 0.319 -3.850 -2.527  C5 1.242
2 O 0.649 -1.881 -1.488  C5 1.266
3 N 0.336 1.522 1.676  C6 1.374, C8 1.313
4 N 0.121 0.325 -0.168  C8 1.344, C9 1.367, H18 1.048
5 C 0.255 -3.083 -1.551  O1 1.242, O2 1.266, C10 1.536
6 C 0.035 2.379 0.644  N3 1.374, C7 1.489, C9 1.374
7 C -0.131 3.843 0.856  C6 1.489, H11 1.101, H12 1.096, H16 1.089
8 C 0.448 0.330 1.135  N3 1.313, N4 1.344, H15 1.078
9 C -0.123 1.630 -0.497  N4 1.367, C6 1.374, H13 1.079
10 C -0.397 -3.602 -0.262  C5 1.536, H14 1.089, H17 1.093, H19 1.093
11 H 0.486 4.418 0.148  C7 1.101
12 H -1.115 4.224 0.563  C7 1.096
13 H -0.248 1.868 -1.542  C9 1.079
14 H -1.290 -3.033 -0.008  C10 1.089
15 H 0.704 -0.575 1.661  C8 1.078
16 H 0.211 4.143 1.845  C7 1.089
17 H -0.633 -4.669 -0.291  C10 1.093
18 H 0.087 -0.529 -0.775  N4 1.048
19 H 0.283 -3.461 0.582  C10 1.093

⟨S²⟩: 0.75
Highest occupied orbital energy (spin up / spin down) (eV): 3.83 / -1.78
2S+1: 2
Total charge: -2
Orbital gap (spin up / spin down) (eV): 2.032 / 7.603